No. 1
7
Properties=species:S:1:pos:R:3:forces:R:3 method="wB97M-V/def2-TZVPD" max_force_ev_per_a=4.48 smiles="N[S@H](=O)=S" relative_energy_kj_mol=136.9 homo_energy_ev=-9.569 e_tot_ha=-928.0848 homo_lumo_gap_ev=9.6
S -1.2290 0.5665 -0.1978 0.36 -2.36 -3.79
H -0.5748 0.6264 -1.5979 -2.15 -0.19 1.98
H 0.1716 -1.1259 0.4853 -0.29 -0.35 0.50
H 0.4131 0.5543 1.1412 0.04 -2.03 -1.14
O -1.2344 1.9395 0.1983 -0.45 0.41 0.78
S -2.6623 -0.7837 0.0379 0.94 1.70 -0.52
N 0.1069 -0.1358 0.3797 1.55 2.82 2.19

---

No. 2
41
Properties=species:S:1:pos:R:3:forces:R:3 method="wB97M-V/def2-TZVPD" s2=0.781 max_force_ev_per_a=8.42 relative_energy_kj_mol=332.8 homo_energy_ev="-11.844 / -11.842" e_tot_ha=-4396.1256 homo_lumo_gap_ev="9.0 / 4.9" multiplicity=2 charge=+1
F -0.6749 5.0980 -1.5385 -0.06 -0.05 -0.07
F -1.1619 2.2332 0.5298 -1.11 3.36 2.57
N -6.3967 -1.7456 0.5041 0.01 0.03 -0.02
F 0.7111 3.1900 -0.6206 -0.60 0.48 -0.01
H 4.2597 2.2104 -0.2065 0.03 0.01 0.00
F -0.6592 4.6351 0.9027 -0.06 -0.08 -0.06
C 4.6423 1.2234 0.0527 -0.10 -0.03 -0.03
Ba -0.6694 0.9094 -1.0605 2.36 -7.89 -1.75
C 4.6421 -1.2410 -0.5412 -0.04 0.09 -0.04
C -6.4425 1.5797 -0.6975 0.04 0.02 -0.01
C -5.6004 0.4762 -0.4915 -0.44 -0.03 0.11
H -3.0110 -3.9629 2.9485 0.00 0.00 -0.01
H 4.3634 -0.2273 -3.1037 0.03 0.00 -0.01
H 4.2996 0.9686 1.0553 0.02 0.02 0.01
C -1.0290 -3.0978 3.1095 0.22 0.12 -0.12
H 5.7888 0.5123 -2.3600 0.00 0.00 0.02
H -0.8735 -2.6296 4.0770 -0.04 -0.02 0.02
H 5.7312 -1.2687 -0.5289 0.00 0.00 0.00
H 4.2733 -1.4795 0.4561 0.03 -0.02 0.01
H -3.2725 -3.1206 0.6530 0.06 -0.02 -0.18
H 4.2789 -1.9951 -1.2386 0.04 -0.02 0.00
C -6.0811 -0.7345 0.0462 -0.03 -0.08 0.06
H 5.7310 1.2606 0.0556 0.00 -0.01 0.00
F -1.1853 2.7246 -2.0072 -1.33 4.51 -1.75
H 4.3537 1.4948 -2.6871 0.03 0.01 -0.01
C 4.1856 0.1670 -0.9677 0.46 -0.04 0.06
N -7.1372 2.4887 -0.8544 0.02 -0.02 -0.02
H -3.0081 -2.1993 3.0894 0.02 0.01 -0.02
S -0.1032 -2.1725 1.8281 -0.08 -0.04 0.14
F -2.6466 3.9017 -0.4612 0.13 0.06 -0.06
As -0.9523 3.7827 -0.5255 0.53 1.42 0.88
C -1.3456 -2.4578 0.6466 -0.10 -0.08 -0.49
N -2.4482 -2.9407 1.2043 0.02 -0.08 0.36
C 2.7293 0.1521 -0.9919 -0.35 -0.06 0.01
N 1.5797 0.1055 -0.9949 2.95 -0.86 0.08
S -1.1441 -2.1883 -0.9917 -0.14 -0.43 0.18
C -2.4828 -3.0560 2.6593 -0.08 0.05 0.07
C 4.6998 0.5097 -2.3748 -0.13 -0.01 0.02
C -4.2254 0.5287 -0.7645 0.46 -0.02 -0.05
H -0.6312 -4.1100 3.1248 -0.04 -0.02 0.04
N -3.0875 0.4748 -0.9346 -2.71 -0.28 0.10

---

No. 3
9
Properties=species:S:1:pos:R:3:forces:R:3 method="wB97M-V/def2-TZVPD" max_force_ev_per_a=1.12 relative_energy_kj_mol=325.4 homo_energy_ev=-11.034 e_tot_ha=-284.0492 homo_lumo_gap_ev=9.5
C 0.6019 0.6181 0.0869 0.40 0.25 -0.06
H 1.2171 -1.4528 0.0865 -0.10 0.14 0.02
H -1.4220 -0.9521 -0.7560 0.11 -0.07 -0.10
O -0.5306 -1.2994 -0.8956 -0.23 0.08 0.00
H -0.1615 -1.0818 1.1406 0.05 0.05 -0.15
C 0.2861 -0.8866 0.1571 0.26 -0.03 0.22
C 1.8043 1.1391 -0.0098 -0.46 -0.40 0.03
C -0.4625 1.5753 0.0957 -0.82 0.76 0.03
N -1.3328 2.3401 0.0946 0.79 -0.79 0.00

---

No. 4
52
Properties=species:S:1:pos:R:3:forces:R:3 method="wB97M-V/def2-TZVPD" max_force_ev_per_a=1.57 relative_energy_kj_mol=0.0 homo_energy_ev=-1.775 e_tot_ha=-7677.4662 homo_lumo_gap_ev=3.7 charge=-1
C -0.4057 -2.7182 1.7219 -0.09 -0.10 0.48
H 0.7124 -1.8829 0.0649 0.15 -0.04 0.02
Cl -0.7327 6.0537 -1.3441 -0.02 0.03 0.01
C -1.5000 -3.0841 -0.4572 0.15 -0.15 -0.18
H 0.8111 -0.0229 2.4268 -0.07 -0.04 -0.13
H -3.8193 0.0033 2.2010 0.28 -0.43 0.18
Cl 1.3142 0.1436 -1.9379 0.02 -0.03 -0.08
H -2.0991 0.6595 -1.1179 -0.10 -0.02 -0.01
C 0.2804 -0.3176 1.5155 -0.01 -0.04 0.15
H 1.2712 -1.4746 -6.9637 0.01 -0.01 0.00
H 0.7609 2.1691 3.8785 0.00 -0.01 0.01
C 1.4948 -1.6773 -5.9249 -0.05 0.05 0.02
Cl -1.0923 5.0015 1.3433 0.01 -0.02 -0.05
H -4.8904 -2.6030 1.9122 0.00 -0.19 -0.05
C -3.0070 -2.9241 -0.6545 -0.87 0.10 -0.51
H -1.7260 7.0832 0.5008 0.01 0.00 0.00
H -1.0983 -3.8879 -1.0928 -0.04 0.07 0.01
Cl 2.8498 1.6985 4.8195 0.01 -0.02 0.03
Cl 1.6598 4.2952 4.2735 -0.01 0.01 0.00
H -3.6478 -3.6258 1.6648 0.07 0.06 0.04
Cl 0.5577 7.3553 0.9118 0.03 0.01 0.01
N -3.9104 -2.6470 1.6573 -0.37 0.09 -0.05
H -3.7656 1.1934 -0.9211 0.08 -0.08 0.00
H 6.2631 -1.3761 1.2436 -0.02 0.01 0.03
Cl 6.7619 0.6661 0.2136 0.05 -0.04 -0.01
B -3.3240 -0.5915 0.3570 -0.20 -0.02 -0.34
H -3.4320 -0.2605 -1.8736 0.11 0.09 0.01
Cl 2.2245 2.4595 2.0906 0.06 0.29 0.16
C 0.6427 -1.7717 1.1438 -0.54 0.09 0.11
C -3.1311 0.2965 -0.9785 0.23 -0.03 0.06
Cl 2.7769 -0.5669 -5.4270 0.01 0.00 0.00
H -3.4563 -3.9333 -0.7532 0.02 0.13 0.16
C 1.7486 2.6016 3.7730 -0.05 -0.07 -0.03
O -3.1150 0.1664 1.5714 -0.56 0.54 -0.30
H -0.7902 -0.2201 1.7167 0.05 0.01 -0.10
O -0.5159 -2.8665 2.9211 0.22 -0.05 -0.76
C 1.8475 1.8207 -1.8969 -0.10 -0.08 0.07
H -3.1033 -2.4596 -1.6502 0.10 -0.20 0.00
O -1.1673 -3.4585 0.8937 0.03 0.12 0.17
H 1.5940 -2.0697 1.5963 -0.09 0.05 -0.14
C -0.8594 6.4487 0.3712 -0.02 -0.06 0.03
Cl 4.9239 -1.4019 -0.6746 0.04 -0.14 -0.09
Cl 4.4361 -0.0051 1.7988 0.06 -0.09 0.11
Cl 0.8185 2.7776 -0.8365 -0.06 0.05 -0.25
C 5.6702 -0.6362 0.7228 -0.11 0.13 -0.07
H -1.0314 -2.1482 -0.7586 0.08 0.10 0.27
Cl 3.5360 1.9218 -1.3851 0.09 0.07 -0.01
Cl 0.0307 -1.4190 -4.9876 0.00 -0.02 -0.01
H 1.7778 2.2194 -2.9006 0.00 0.02 0.02
C -3.7197 -2.0189 0.3225 1.34 0.07 0.81
H 0.5356 0.3856 0.7161 0.04 -0.19 0.22
Cl 2.0403 -3.3514 -5.8075 0.01 -0.02 0.00

---

No. 5
19
Properties=species:S:1:pos:R:3:forces:R:3 method="wB97M-V/def2-TZVPD" max_force_ev_per_a=5.24 relative_energy_kj_mol=544.9 homo_energy_ev="-9.085 / -8.906" e_tot_ha=-382.0446 homo_lumo_gap_ev="8.2 / 8.3"
H 1.9936 0.3811 1.5009 -0.76 -0.37 1.65
H -3.5957 -0.1628 0.9611 -0.11 -0.78 -0.20
N -1.8071 2.2461 -0.4046 0.20 -0.28 0.05
C -2.7029 -0.8141 1.0800 -1.11 0.99 -5.02
C 2.2517 0.4970 0.5000 0.26 1.44 -1.88
C -1.8346 -0.3446 -0.0976 1.37 0.90 0.83
C -1.7337 1.1012 -0.2492 -0.49 -1.22 -0.05
H 4.1869 1.2959 0.9333 0.65 0.07 0.81
C -0.7450 -1.1966 -0.8574 -4.16 -1.37 -0.58
N 0.3404 -0.8315 -0.1491 0.51 0.74 1.46
C 3.4707 0.9902 0.2249 -2.02 -0.81 -2.09
H 1.8798 -0.1731 -1.3877 -1.80 0.53 0.37
H 3.7047 1.1058 -0.8520 0.20 0.14 0.72
C 1.1195 0.2350 -0.5927 4.52 1.33 -0.28
H -0.8779 -0.9809 -1.9244 0.64 -0.06 -0.09
H -2.9319 -1.8460 0.9427 -0.23 -0.68 0.39
H -1.0148 -2.2679 -0.6294 0.27 0.91 -0.51
H -2.4217 -0.5005 1.9834 1.89 0.58 3.73
H 0.7180 1.2658 -0.9821 0.14 -2.09 0.70